DFT (wB97M-V/def2-TZVPD) results for a cluster of 2 separate species, C2H3OP in total at a distorted geometry.

Bonds (Å) are listed after each position.
CARTESIAN COORDINATES (ANGSTROEM)
1 C -0.82420 0.03740 -1.28645  C2 1.295, H5 1.112, H7 1.005
2 C 0.06411 -0.10814 -0.35548  C1 1.295, H6 1.010
3 O 1.78859 0.13105 2.63750  P4 1.474
4 P 0.41715 0.67000 2.65329  O3 1.474
5 H -0.61037 -0.39483 -2.28839  C1 1.112
6 H 0.94533 -0.59631 -0.28549  C2 1.010
7 H -1.78061 0.26083 -1.07498  C1 1.005

Computed properties:
multiplicity = 1
orbital gap (spin up / spin down) = 7.841 / 6.503 eV
E_LUMO (spin up / spin down) = -0.0334 / -0.0425 Eh
HOMO level (spin up / spin down) = -0.3215 / -0.2815 Eh
energy relative to the best compared isomer or geometry (same formula, charge and spin) = 79.7 kcal/mol

***

DFT (wB97M-V/def2-TZVPD) results for an isolated molecule of C4H7NO at a distorted geometry.

Bonds (Å) are listed after each position.
CARTESIAN COORDINATES (ANGSTROEM)
1 H 0.55669 1.32439 -2.94710  N2 1.050
2 N 0.99857 1.29237 -1.99463  H1 1.050, C3 1.329
3 C 0.15103 0.57885 -1.26135  N2 1.329, O4 1.380, C5 1.410
4 O -0.95471 -0.24705 -1.28117  C3 1.380, C5 1.514
5 C -0.13521 -0.03809 -0.02574  C3 1.410, O4 1.514, C6 1.555, C7 1.560
6 C -0.74619 0.65120 1.22683  C5 1.555, H8 1.159, H9 1.009, H10 1.147
7 C 0.64004 -1.32998 0.37954  C5 1.560, H11 1.141, H12 1.117, H13 1.093
8 H -1.23215 1.69740 1.11257  C6 1.159
9 H 0.06770 0.78253 1.80862  C6 1.009
10 H -1.65593 0.04002 1.56589  C6 1.147
11 H -0.15940 -2.14188 0.44429  C7 1.141
12 H 1.08846 -1.09987 1.37596  C7 1.117
13 H 1.38109 -1.50990 -0.40373  C7 1.093

Computed properties:
multiplicity = 1
orbital gap = 11.191 eV
E_LUMO = 0.0315 Eh
HOMO level = -0.3798 Eh
energy relative to the best compared isomer or geometry (same formula, charge and spin) = 67.1 kcal/mol

***

DFT (wB97M-V/def2-TZVPD) results for a cluster of 15 separate species, C65H55Cl15N10O20 in total at a distorted geometry.

Bonds (Å) are listed after each position.
CARTESIAN COORDINATES (ANGSTROEM)
1 C -3.68537 -0.67899 -0.47349  C2 1.410, C6 1.397, H10 1.080
2 C -2.45345 -1.03655 0.11283  C1 1.410, C3 1.371, H11 1.080
3 C -2.05874 -2.34842 0.06574  C2 1.371, C4 1.409, H12 1.080
4 C -2.88283 -3.35107 -0.48287  C3 1.409, C5 1.363, N7 1.517
5 C -4.13449 -3.03783 -0.92322  C4 1.363, C6 1.390, H13 1.080
6 C -4.53877 -1.70890 -0.87781  C1 1.397, C5 1.390, H14 1.080
7 N -2.33121 -4.75782 -0.61977  C4 1.517, O8 1.232, O9 1.270
8 O -3.11179 -5.69927 -0.76749  N7 1.232
9 O -1.07070 -4.83817 -0.48572  N7 1.270
10 H -4.01548 0.34708 -0.54129  C1 1.080
11 H -1.88685 -0.26023 0.60548  C2 1.080
12 H -1.07763 -2.54208 0.47357  C3 1.080
13 H -4.76026 -3.77476 -1.40463  C5 1.080
14 H -5.40607 -1.30749 -1.38085  C6 1.080
15 C -5.26436 3.56767 5.71641  C16 1.397, C20 1.363, H24 1.080
16 C -4.42850 2.46112 5.54765  C15 1.397, C17 1.391, H25 1.080
17 C -3.92323 2.13215 4.29466  C16 1.391, C18 1.393, H26 1.080
18 C -4.09234 3.04717 3.25839  C17 1.393, C19 1.417, N21 1.481
19 C -4.95124 4.15867 3.44424  C18 1.417, C20 1.367, H27 1.080
20 C -5.53550 4.38460 4.65911  C15 1.363, C19 1.367, H28 1.080
21 N -3.48900 2.69565 1.95259  C18 1.481, O22 1.212, O23 1.232
22 O -2.56342 1.91550 1.88331  N21 1.212
23 O -3.84125 3.43022 1.02788  N21 1.232
24 H -5.68612 3.82928 6.67561  C15 1.080
25 H -4.19792 1.80030 6.37018  C16 1.080
26 H -3.31495 1.24040 4.32905  C17 1.080
27 H -5.05344 4.79233 2.57566  C19 1.080
28 H -6.15450 5.26249 4.77120  C20 1.080
29 C -4.22470 -1.40715 -5.21429  C30 1.400, C34 1.426, H38 1.080
30 C -3.91277 -0.44435 -4.24711  C29 1.400, C31 1.418, H39 1.080
31 C -2.72640 0.30302 -4.45947  C30 1.418, C32 1.398, H40 1.080
32 C -1.87665 0.01754 -5.53263  C31 1.398, C33 1.369, N35 1.527
33 C -2.18904 -0.92763 -6.47250  C32 1.369, C34 1.374, H41 1.080
34 C -3.35597 -1.63788 -6.32076  C29 1.426, C33 1.374, H42 1.080
35 N -0.61683 0.87509 -5.62326  C32 1.527, O36 1.251, O37 1.199
36 O 0.24076 0.54278 -6.47127  N35 1.251
37 O -0.44308 1.81056 -4.89372  N35 1.199
38 H -5.06648 -2.06407 -5.05223  C29 1.080
39 H -4.51938 -0.19890 -3.38793  C30 1.080
40 H -2.45381 1.04660 -3.72517  C31 1.080
41 H -1.48979 -1.12447 -7.27169  C33 1.080
42 H -3.75445 -2.36665 -7.01106  C34 1.080
43 C 8.97003 -1.52875 -0.31476  C44 1.367, C48 1.411, H52 1.080
44 C 7.79647 -1.67001 0.37190  C43 1.367, C45 1.403, H53 1.080
45 C 7.83826 -2.23079 1.65763  C44 1.403, C46 1.439, H54 1.080
46 C 9.08461 -2.46512 2.33804  C45 1.439, C47 1.389, N49 1.464
47 C 10.23477 -2.26749 1.58562  C46 1.389, C48 1.376, H55 1.080
48 C 10.21171 -1.84666 0.27610  C43 1.411, C47 1.376, H56 1.080
49 N 9.09906 -2.99220 3.70335  C46 1.464, O50 1.230, O51 1.239
50 O 10.16877 -3.37800 4.17172  N49 1.230
51 O 7.98447 -3.10077 4.23270  N49 1.239
52 H 8.95847 -1.20687 -1.34561  C43 1.080
53 H 6.89485 -1.35165 -0.13022  C44 1.080
54 H 6.90348 -2.34585 2.18617  C45 1.080
55 H 11.15237 -2.64517 2.01196  C47 1.080
56 H 11.14611 -1.69334 -0.24331  C48 1.080
57 C -1.42399 3.95016 5.55779  C58 1.410, C62 1.400, H66 1.080
58 C -0.97437 3.35674 4.35994  C57 1.410, C59 1.426, H67 1.080
59 C -0.25038 2.13044 4.42737  C58 1.426, C60 1.405, H68 1.080
60 C 0.16150 1.59025 5.65744  C59 1.405, C61 1.434, N63 1.455
61 C -0.33638 2.15991 6.87580  C60 1.434, C62 1.417, H69 1.080
62 C -1.13725 3.32499 6.77703  C57 1.400, C61 1.417, H70 1.080
63 N 1.02552 0.41980 5.70166  C60 1.455, O64 1.222, O65 1.216
64 O 1.58907 0.11137 4.66255  N63 1.222
65 O 1.17980 -0.10566 6.78725  N63 1.216
66 H -1.94371 4.89566 5.50952  C57 1.080
67 H -1.25729 3.74441 3.39243  C58 1.080
68 H -0.02770 1.64546 3.48844  C59 1.080
69 H 0.01102 1.73788 7.80726  C61 1.080
70 H -1.52949 3.80489 7.66148  C62 1.080
71 C 4.46953 0.66759 1.81320  C72 1.419, C76 1.381, H80 1.080
72 C 5.69532 1.23993 2.24078  C71 1.419, C73 1.387, H81 1.080
73 C 6.39990 0.73231 3.32178  C72 1.387, C74 1.362, H82 1.080
74 C 5.82700 -0.26502 4.05069  C73 1.362, C75 1.393, N77 1.470
75 C 4.65050 -0.88227 3.63059  C74 1.393, C76 1.378, H83 1.080
76 C 3.97712 -0.40773 2.52532  C71 1.381, C75 1.378, H84 1.080
77 N 6.53802 -0.79849 5.22130  C74 1.470, O78 1.258, O79 1.240
78 O 7.71760 -0.41799 5.43663  N77 1.258
79 O 5.91674 -1.61779 5.91450  N77 1.240
80 H 3.99195 0.99691 0.90223  C71 1.080
81 H 6.12685 2.09524 1.74215  C72 1.080
82 H 7.30832 1.26881 3.55272  C73 1.080
83 H 4.14785 -1.60267 4.25890  C75 1.080
84 H 2.98959 -0.81770 2.37337  C76 1.080
85 C -0.46381 -7.21229 2.84031  C86 1.402, C90 1.401, H94 1.080
86 C 0.76377 -7.07873 3.50344  C85 1.402, C87 1.375, H95 1.080
87 C 1.24433 -5.82698 3.80968  C86 1.375, C88 1.414, H96 1.080
88 C 0.51048 -4.64218 3.56916  C87 1.414, C89 1.407, N91 1.489
89 C -0.70600 -4.76906 2.87399  C88 1.407, C90 1.419, H97 1.080
90 C -1.15969 -6.05282 2.47415  C85 1.401, C89 1.419, H98 1.080
91 N 0.97637 -3.30578 4.03320  C88 1.489, O92 1.260, O93 1.224
92 O 2.20355 -3.10073 4.23292  N91 1.260
93 O 0.12524 -2.43588 4.15910  N91 1.224
94 H -0.85235 -8.17194 2.53290  C85 1.080
95 H 1.36703 -7.95819 3.67381  C86 1.080
96 H 2.14342 -5.61361 4.36871  C87 1.080
97 H -1.33789 -3.92724 2.63222  C89 1.080
98 H -2.07146 -6.03679 1.89553  C90 1.080
99 C -5.97832 2.33785 -2.74304  C100 1.370, C104 1.336, H108 1.080
100 C -7.31195 2.03495 -2.81710  C99 1.370, C101 1.413, H109 1.080
101 C -8.17439 2.66660 -1.89255  C100 1.413, C102 1.397, H110 1.080
102 C -7.65974 3.54504 -0.93550  C101 1.397, C103 1.427, N105 1.478
103 C -6.24063 3.67614 -0.86527  C102 1.427, C104 1.391, H111 1.080
104 C -5.39512 3.04072 -1.76830  C99 1.336, C103 1.391, H112 1.080
105 N -8.56837 4.31662 -0.06094  C102 1.478, O106 1.250, O107 1.266
106 O -8.04976 4.97730 0.86423  N105 1.250
107 O -9.80703 4.32064 -0.32415  N105 1.266
108 H -5.36809 1.98307 -3.56044  C99 1.080
109 H -7.71147 1.38943 -3.58527  C100 1.080
110 H -9.21477 2.50382 -2.13236  C101 1.080
111 H -5.77912 4.29983 -0.11398  C103 1.080
112 H -4.31736 3.10406 -1.79715  C104 1.080
113 C 1.05793 -4.69097 -5.30741  C114 1.362, C118 1.400, H122 1.080
114 C 0.54650 -5.94296 -5.14320  C113 1.362, C115 1.395, H123 1.080
115 C -0.78484 -6.06875 -4.74767  C114 1.395, C116 1.422, H124 1.080
116 C -1.60264 -4.95524 -4.41198  C115 1.422, C117 1.426, N119 1.524
117 C -0.98650 -3.67191 -4.48802  C116 1.426, C118 1.409, H125 1.080
118 C 0.34388 -3.54530 -4.93554  C113 1.400, C117 1.409, H126 1.080
119 N -3.04741 -5.03822 -3.93456  C116 1.524, O120 1.226, O121 1.246
120 O -3.54428 -6.13511 -3.70357  N119 1.226
121 O -3.75371 -4.01588 -3.84811  N119 1.246
122 H 2.07099 -4.63885 -5.67806  C113 1.080
123 H 1.13566 -6.80232 -5.42743  C114 1.080
124 H -1.13999 -7.08673 -4.68467  C115 1.080
125 H -1.56313 -2.77971 -4.29344  C117 1.080
126 H 0.82258 -2.59737 -5.13217  C118 1.080
127 C -3.27786 5.55974 -4.00906  C128 1.403, C132 1.395, H136 1.080
128 C -2.01273 4.95695 -3.94596  C127 1.403, C129 1.382, H137 1.080
129 C -1.35243 4.78276 -2.74406  C128 1.382, C130 1.403, H138 1.080
130 C -1.95485 5.13151 -1.52645  C129 1.403, C131 1.428, N133 1.484
131 C -3.21768 5.79472 -1.60313  C130 1.428, C132 1.403, H139 1.080
132 C -3.89584 5.94945 -2.82110  C127 1.395, C131 1.403, H140 1.080
133 N -1.20408 4.86713 -0.27444  C130 1.484, O134 1.202, O135 1.235
134 O -1.50567 5.42766 0.74526  N133 1.202
135 O -0.27366 4.05958 -0.18435  N133 1.235
136 H -3.82826 5.53589 -4.93798  C127 1.080
137 H -1.66851 4.60846 -4.90849  C128 1.080
138 H -0.44368 4.20723 -2.84075  C129 1.080
139 H -3.76659 6.23125 -0.78184  C131 1.080
140 H -4.89495 6.35757 -2.86128  C132 1.080
141 C 5.46822 4.00416 -3.75542  Cl142 1.776, Cl143 1.734, Cl144 1.775, H145 1.090
142 Cl 5.59160 3.13427 -5.29842  C141 1.776
143 Cl 5.76725 3.03873 -2.34664  C141 1.734
144 Cl 3.86984 4.76767 -3.64801  C141 1.775
145 H 6.23825 4.77476 -3.79214  C141 1.090
146 C 3.22490 -3.78837 -0.70284  Cl147 1.745, Cl148 1.796, Cl149 1.709, H150 1.090
147 Cl 4.69156 -2.84563 -0.64161  C146 1.745
148 Cl 2.36918 -3.69099 -2.27867  C146 1.796
149 Cl 2.17510 -3.45769 0.60515  C146 1.709
150 H 3.65388 -4.77563 -0.53140  C146 1.090
151 C 4.55757 -1.02131 -4.90221  Cl152 1.820, Cl153 1.762, Cl154 1.815, H155 1.090
152 Cl 3.78810 -2.57942 -5.44471  C151 1.820
153 Cl 5.47787 -1.28650 -3.42334  C151 1.762
154 Cl 3.31808 0.29293 -4.72490  C151 1.815
155 H 5.29090 -0.68334 -5.63441  C151 1.090
156 C 1.23668 0.05165 -1.06758  Cl157 1.818, Cl158 1.735, Cl159 1.748, H160 1.090
157 Cl 0.79387 0.10206 0.69446  C156 1.818
158 Cl 2.67340 0.94695 -1.44677  C156 1.735
159 Cl -0.09520 0.80116 -1.91653  C156 1.748
160 H 1.24963 -0.99300 -1.37843  C156 1.090
161 C 2.80056 4.62948 0.93313  Cl162 1.741, Cl163 1.813, Cl164 1.759, H165 1.090
162 Cl 2.10945 3.66815 2.20947  C161 1.741
163 Cl 4.57040 4.32440 0.68867  C161 1.813
164 Cl 2.42288 6.34079 1.08951  C161 1.759
165 H 2.34220 4.29777 0.00147  C161 1.090

Computed properties:
multiplicity = 1
orbital gap = 8.145 eV
E_LUMO = -0.0415 Eh
HOMO level = -0.3408 Eh

***

no.,molar mass (g/mol)
1,74.02
2,85.11
3,1828.00